The following is a quantum chemistry calculation of a structure of composition C4H9NO, from the Open Molecules 2025 dataset.

As for the orbital gap: 8.6 eV. The energy relative to the best compared isomer or geometry (same formula, charge and spin) comes out at 529.9 kJ/mol.

The geometry in ORCA input format:
```
! wB97M-V def2-TZVPD RIJCOSX def2/J DEFGRID3
* xyz 0 1
C 0.567 1.006 -1.056
O 0.349 -0.263 -0.448
C -0.216 -0.321 0.970
N -1.176 -1.066 1.026
C -1.005 -1.389 -1.144
C 0.606 0.512 1.909
H 0.718 0.830 -2.123
H 1.469 1.474 -0.644
H -0.296 1.669 -0.908
H -0.488 -1.223 -2.090
H -0.962 -2.425 -0.829
H -2.005 -0.974 -1.127
H 1.666 0.242 1.848
H 0.518 1.583 1.689
H 0.256 0.343 2.928
*
```